# C4H11N2O

A 2-piece molecular cluster, C4H11N2O overall at a distorted geometry (ωB97M-V/def2-TZVPD, the OMol25 dataset).

Element x y z (Å)
H 0.637862 0.589716 -1.830822
H 0.016421 -1.575798 -0.954765
C 1.116074 -0.103769 0.125482
H 0.334165 -2.001466 0.732721
H 1.905289 1.155612 1.499247
H -3.790414 0.954288 0.417309
H 2.318459 0.799600 -1.341941
C 1.282404 0.845625 -0.995618
H -4.011092 -0.771845 -0.302543
O -2.134692 -0.221194 0.066906
H -1.512096 1.463525 0.801350
C -3.376615 0.018286 0.058551
N -1.180225 0.550134 0.476918
C 0.735040 -1.501669 -0.143876
N 1.570146 0.220722 1.301034
H 1.083610 1.867990 -0.686191
H 1.634284 -2.034801 -0.463534
H 1.510336 -0.426128 2.077194

Force components x, y, z for each atom (eV/Å):
H -0.032 -0.003 0.072
H -0.009 0.128 0.013
C -0.034 0.217 0.278
H 0.024 -0.003 0.114
H -0.044 -0.143 -0.052
H 0.296 0.105 0.050
H 0.052 -0.079 0.011
C 0.121 0.241 -0.232
H 0.100 -0.181 -0.102
O -1.931 -0.473 -0.383
H -0.678 -0.134 -0.118
C -0.107 -0.059 0.027
N 2.154 0.681 0.474
C -0.077 -0.370 -0.039
N 0.089 -0.065 -0.047
H -0.002 0.051 0.025
H 0.074 -0.004 -0.009
H 0.006 0.092 -0.084

Calculated values
Frontier orbital gap (spin up / spin down), eV: 8.718 / 8.789
Energy above the lowest of the compared OMol25 structures with the same formula, charge and spin, kJ/mol: 505.6
LUMO level (spin up / spin down), eV: -3.75 / -3.73
Charge: +1

---

# C4H11N2O

An isolated ion of composition C4H11N2O and charge +2 at a distorted geometry (ωB97M-V/def2-TZVPD, the OMol25 dataset).

Element x y z (Å)
H -0.179186 1.470526 2.229597
C 0.100590 0.647190 1.606825
H 1.258481 -0.342598 -2.313931
H -1.971772 -0.545306 -0.893687
H -1.875986 0.921143 1.007814
N -1.029554 0.686340 0.500182
H 0.755145 0.754444 -0.989779
H -0.317840 0.220810 -2.456360
C -0.075711 -1.159986 -0.939430
C 1.449572 1.083007 1.083116
H -0.045936 -0.300905 2.228210
H -1.483765 -1.470492 0.647448
C -1.275200 -0.700013 -0.048844
H 0.755404 -1.500993 -0.263737
H 2.074555 1.360761 2.012967
O 1.950095 0.918907 -0.030741
N 0.421574 -0.037111 -1.790219
H -0.510466 -2.005724 -1.589430

Force components x, y, z for each atom (eV/Å):
H -0.254 0.527 0.765
C -1.891 1.348 -1.918
H -0.265 0.369 0.170
H -1.056 -0.255 1.293
H -0.750 1.472 -0.553
N 0.820 -4.803 4.058
H 0.203 -1.718 -2.641
H 0.436 0.363 0.027
C -0.014 -1.691 0.920
C 3.240 -1.794 1.036
H 0.687 0.812 -1.119
H -0.790 -0.348 1.257
C 1.653 2.637 -5.375
H -0.532 0.055 -1.123
H -0.403 0.154 -1.587
O -1.838 1.202 2.282
N -0.385 0.571 1.467
H 1.138 1.101 1.041

Calculated values
Frontier orbital gap (spin up / spin down), eV: 11.201 / 6.182
Energy above the lowest of the compared OMol25 structures with the same formula, charge and spin, kJ/mol: 300.2
LUMO level (spin up / spin down), eV: -8.95 / -13.91
Charge: +2
Multiplicity: 2